The following is a DFT calculation (ωB97M-V/def2-TZVPD) of a molecular structure, C6H24InN2O12 in a non-equilibrium geometry.

## Properties
E_HOMO, eV: -12.1
Gap between HOMO and LUMO, eV: 2.437

ORCA input file:
```
! RIJCOSX wB97M-V def2-TZVPD def2/J DEFGRID3
* xyz 1 1
In 4.60 24.08 -23.81
N 6.78 22.64 -20.61
O 6.06 23.39 -21.27
O 6.92 21.47 -20.93
O 7.37 23.10 -19.65
N 6.08 26.75 -21.10
O 5.45 26.04 -21.89
O 7.01 26.27 -20.44
O 5.73 27.91 -20.89
C 3.72 31.07 -20.49
O 5.01 30.53 -20.75
H 3.18 30.52 -19.72
H 3.80 32.14 -20.29
H 3.18 31.02 -21.45
H 4.98 29.57 -20.68
C 7.24 27.83 -17.23
O 6.05 28.49 -17.65
H 7.02 27.43 -16.23
H 7.55 27.00 -17.86
H 8.11 28.47 -17.07
H 6.10 28.53 -18.61
C 6.41 27.95 -24.48
O 6.34 26.67 -25.13
H 6.41 28.82 -25.13
H 5.51 27.97 -23.87
H 7.22 27.99 -23.75
H 7.06 26.69 -25.77
C 10.60 25.58 -20.51
O 9.51 25.21 -19.67
H 10.32 25.52 -21.56
H 10.94 26.60 -20.26
H 11.49 25.00 -20.27
H 8.83 25.88 -19.85
C 3.27 24.26 -19.98
O 2.88 24.21 -21.37
H 4.30 24.59 -19.91
H 2.60 25.00 -19.53
H 3.11 23.32 -19.45
H 1.93 24.06 -21.32
C 5.29 24.39 -16.90
O 6.10 24.82 -17.97
H 4.91 25.20 -16.26
H 4.39 23.90 -17.31
H 5.83 23.70 -16.24
H 5.63 25.57 -18.37
*
```